53
Properties=species:S:1:pos:R:3:forces:R:3:lowdin_charge:R:1 method="wB97M-V/def2-TZVPD" gap_ev="7.380 / 6.481" relative_energy_kcal_mol=0.0 largest_force_ev_per_a=3.44 spin_multiplicity=2 total_energy_ev=-174279.206
Ag -4.13908 12.25272 -14.00650 0.048 0.139 0.253 0.902
C -3.37230 9.97126 -15.16205 -2.127 -0.923 -2.027 -0.938
O -2.69690 11.01096 -15.21107 2.705 2.015 -0.657 -0.008
O -4.25195 10.03564 -14.25225 -1.247 -1.212 1.271 -0.002
O -3.41120 9.11798 -16.07525 0.692 0.058 1.148 0.129
Cl -8.02454 8.90104 -10.97485 0.402 0.218 -0.275 0.532
C -6.63091 9.90917 -11.49891 -0.654 0.701 -0.266 -0.677
C -5.30138 9.22266 -11.36232 -0.019 -0.415 1.079 -0.637
Cl -5.08593 8.73571 -9.62505 0.131 0.042 -0.223 0.516
H -6.69432 10.84558 -10.94465 0.218 -0.267 0.520 0.063
H -6.83957 10.24801 -12.51368 0.154 -0.587 -0.319 0.059
H -4.45662 9.88989 -11.53350 -0.214 -0.079 -0.404 0.053
H -5.23470 8.29538 -11.93135 -0.018 0.348 -0.098 0.025
Cl 1.99915 14.01119 -14.97806 -0.749 -0.454 -0.676 0.526
C 0.72422 13.25239 -16.03857 -0.069 0.399 -0.337 -0.663
C 0.49291 11.80197 -15.72249 -0.620 -0.653 0.447 -0.693
Cl 1.88580 10.80944 -16.15173 0.658 -0.169 -0.111 0.612
H 0.96759 13.35132 -17.09644 0.746 -0.036 0.194 0.046
H -0.17394 13.86892 -16.00229 -0.079 -0.152 0.720 0.041
H -0.32894 11.31956 -16.25158 -0.121 0.675 -0.505 0.039
H 0.21964 11.56894 -14.69335 0.443 0.498 0.263 0.070
Cl -6.15818 6.96921 -14.28833 0.255 0.051 0.519 0.571
C -4.45276 6.55734 -13.93772 0.137 -0.276 -0.566 -0.667
C -3.79507 5.93261 -15.13894 0.279 -0.194 0.529 -0.706
Cl -4.34483 4.25355 -15.38976 -0.046 -0.074 -0.048 0.552
H -4.32002 5.82460 -13.14174 -0.735 0.099 0.211 0.081
H -3.85692 7.42220 -13.64601 -0.437 0.367 -0.157 0.043
H -2.77486 5.87814 -14.75908 0.368 -0.209 -0.835 0.026
H -3.91186 6.43372 -16.09986 0.159 0.202 0.406 0.025
Cl -3.64068 12.06933 -20.29822 -0.524 0.251 -0.377 0.581
C -2.64071 11.73067 -18.89657 1.450 -0.581 -0.439 -0.688
C -2.38278 12.93102 -18.01843 -0.368 -0.551 0.993 -0.635
Cl -1.28748 14.25542 -18.59976 -1.038 -0.782 -0.082 0.576
H -1.73156 11.29376 -19.30968 0.274 0.298 0.086 0.067
H -3.07383 10.89476 -18.34725 -0.358 0.389 0.378 0.062
H -1.96329 12.59153 -17.07139 0.374 -0.174 -0.221 0.021
H -3.37990 13.23576 -17.70064 0.088 1.085 -0.395 0.073
Cl -0.01666 7.66411 -19.86087 1.292 -0.154 0.145 0.595
C -1.68680 7.82163 -20.27483 -1.575 -0.453 0.248 -0.697
C -2.56427 7.60098 -19.02190 0.273 0.355 -0.820 -0.645
Cl -2.65861 5.86777 -18.55497 0.177 0.487 -0.076 0.580
H -1.96621 7.07935 -21.02253 0.215 -0.010 -0.017 0.067
H -1.83312 8.80349 -20.72498 -0.167 0.067 0.274 0.062
H -3.58104 7.92603 -19.24245 0.035 -0.021 0.157 0.074
H -2.13917 8.17896 -18.20134 -0.256 -0.196 0.139 0.033
Cl -0.02529 5.70306 -15.09988 0.409 0.098 0.359 0.567
C -0.40815 7.37239 -15.59320 -1.017 -0.327 -1.565 -0.674
C -0.05979 8.49488 -14.66701 1.096 0.007 0.102 -0.678
Cl -0.64196 8.05390 -13.07595 -0.377 0.233 1.119 0.594
H -1.48621 7.33325 -15.74924 -0.010 0.242 0.064 0.018
H 0.02166 7.43981 -16.59261 0.216 0.466 0.128 0.056
H -0.47504 9.47525 -14.90055 -0.478 -0.452 -0.462 0.024
H 1.01188 8.68872 -14.62188 0.011 -0.391 0.208 0.045

---

33
Properties=species:S:1:pos:R:3:forces:R:3:lowdin_charge:R:1 method="wB97M-V/def2-TZVPD" gap_ev="6.035 / 3.605" charge=+3 relative_energy_kcal_mol=7.4 largest_force_ev_per_a=3.19 spin_multiplicity=8 total_energy_ev=-55808.942
Pt 1.52800 -1.37576 -2.35376 0.200 0.400 -0.460 0.582
Mn 5.47042 0.48301 -5.38288 -0.763 -0.308 0.881 1.132
I 3.84281 0.04118 -3.21270 0.629 0.076 -0.985 0.313
C -2.15369 -0.81021 -1.48053 1.074 0.958 -0.507 0.000
C -1.44522 0.00869 -0.35909 -1.875 -1.087 0.223 -0.430
C -1.92298 -0.69019 0.93555 1.368 -0.238 -0.174 -0.045
C -1.10572 -0.45150 2.22581 -0.478 2.028 0.028 -0.026
C 0.33816 -0.88437 1.85712 0.390 -1.277 -1.355 -0.013
C 0.94167 -0.10670 0.62613 -0.299 1.556 1.410 -0.479
N 0.05313 -0.17398 -0.50052 -1.714 -2.666 0.401 -0.136
O 0.44041 0.47015 -1.63070 0.737 0.407 -0.637 -0.100
C 1.21673 1.35295 1.03771 -0.340 0.271 0.267 0.013
C 2.28644 -0.79082 0.32646 0.092 -0.265 0.664 -0.032
C -2.00969 1.46094 -0.40022 1.113 0.051 0.725 0.019
H -1.64714 -1.76885 -1.59241 -0.519 -0.272 0.242 0.091
H -3.22369 -0.83121 -1.27367 0.141 -0.454 -0.048 0.112
H -2.03041 -0.28775 -2.42917 -0.098 0.075 -0.071 0.096
H -2.95321 -0.33603 0.97136 -0.274 0.654 1.012 0.174
H -1.96970 -1.77874 0.90404 0.383 -0.155 -0.674 0.151
H -1.08213 0.59871 2.51672 -0.678 0.528 -0.308 0.138
H -1.48406 -0.85860 3.16349 0.560 -0.866 0.197 0.167
H 0.40030 -1.95761 1.67713 0.112 -0.102 -0.222 0.149
H 0.95268 -0.72838 2.74376 -0.154 0.196 0.614 0.169
H 0.28894 1.89812 1.21127 -0.127 -0.084 0.096 0.089
H 1.73620 1.95270 0.29036 0.252 -0.294 -0.217 0.103
H 1.79700 1.42381 1.95768 0.080 -0.102 -0.055 0.116
H 2.24334 -1.84727 0.06158 -0.457 -0.204 -0.119 0.092
H 2.88990 -0.76990 1.23392 0.279 0.155 -0.097 0.121
H 2.79578 -0.21529 -0.44647 0.086 0.247 0.086 0.017
H -3.01647 1.53938 -0.81051 0.193 -0.306 -0.208 0.117
H -2.05175 1.90292 0.59526 0.003 -0.056 0.142 0.095
H -1.35164 2.13247 -0.95170 -0.209 0.134 -0.338 0.087
H 0.22557 1.39812 -1.51103 0.293 1.000 -0.510 0.119

---

18
Properties=species:S:1:pos:R:3:forces:R:3:lowdin_charge:R:1 method="wB97M-V/def2-TZVPD" gap_ev=8.234 smiles="CC=C=C(C)/N=C/[N+](=O)[O-]" relative_energy_kcal_mol=160.3 largest_force_ev_per_a=5.62 total_energy_ev=-13420.422
C -1.07820 0.33497 0.52174 0.910 -0.105 0.033 0.065
C 2.41094 -0.61955 0.24306 -2.859 -2.195 -0.027 -0.117
C -0.01657 -0.45237 0.38168 0.308 0.025 -0.181 -0.315
C -0.15250 -1.86109 0.06118 2.428 -3.526 0.447 -0.076
C -2.69419 1.89860 -0.55274 -0.845 1.803 1.504 -0.097
C -2.18847 1.00314 0.56964 -1.347 -0.378 -0.542 -0.146
N 1.31852 -0.03790 0.33797 -0.696 2.144 0.361 0.160
N 3.48768 0.12780 -0.23147 3.398 4.481 -0.023 -0.370
O 3.33561 1.34450 -0.44362 -0.075 -1.932 -0.040 0.065
O 4.59071 -0.40639 -0.28973 -0.811 -0.603 -0.178 0.065
H 0.33213 -2.53580 0.83404 -0.256 1.086 -0.042 0.108
H 0.43321 -2.26783 -0.78638 -0.221 0.993 -0.252 0.093
H -1.05767 -2.35784 -0.00158 -2.418 -0.050 -0.273 0.053
H -2.52398 2.94408 -0.06033 -0.296 -1.452 -1.392 0.110
H -3.80911 1.86741 -0.81023 1.569 -0.392 0.623 0.092
H -2.11032 1.77729 -1.44103 0.332 0.188 -0.490 0.056
H -2.92016 0.91767 1.38068 0.773 0.136 0.300 0.113
H 2.64239 -1.67670 0.28712 0.105 -0.225 0.170 0.140